C45H83BN6O3PRuS4 as an isolated structure in a non-equilibrium geometry. Source: the OMol25 dataset; level of theory: the ωB97M-V functional and the def2-TZVPD basis.

The total charge is +2. The expectation value of S² is 8.769. The spin multiplicity is 6. The calculation puts the highest occupied orbital energy (spin up / spin down) at -12.25 / -12.45 eV.

Structure (XYZ):
```
144
Properties=species:S:1:pos:R:3:forces:R:3
Ru -0.405 -0.903 0.118 0.15 0.31 -0.82
C 1.340 -6.333 -0.545 -0.05 0.23 -0.09
C 2.727 -6.131 -1.141 0.01 -0.34 0.16
C 2.934 -7.166 -2.251 0.01 0.05 -0.03
C 3.765 -6.304 -0.030 0.00 0.11 -0.03
N 2.948 -4.776 -1.754 -0.05 0.25 -0.09
C 4.162 -4.511 -2.350 0.08 0.05 0.05
C 4.101 -3.277 -2.888 0.09 0.04 -0.05
N 2.850 -2.770 -2.648 -0.14 -0.39 -0.11
B 2.438 -1.376 -3.211 -0.25 0.02 0.25
N 2.947 -0.283 -2.224 0.23 -0.03 0.09
C 3.744 0.730 -2.717 0.10 0.18 -0.05
C 4.490 1.214 -1.709 0.00 0.03 -0.17
N 4.163 0.510 -0.562 -0.27 -0.06 -0.10
C 3.182 -0.376 -0.899 0.07 0.34 -0.06
S 2.266 -1.335 0.197 -0.05 -0.46 0.21
C 5.113 0.514 0.607 0.21 -0.06 0.16
C 6.251 -0.442 0.234 -0.04 0.01 0.02
C 5.648 1.938 0.782 -0.05 -0.04 -0.06
C 4.491 0.063 1.926 -0.16 0.05 -0.13
N 0.940 -1.387 -3.615 -0.32 0.18 0.25
C 0.540 -2.191 -4.652 0.01 -0.03 -0.19
C -0.784 -2.027 -4.817 0.07 -0.12 -0.12
N -1.228 -1.122 -3.871 0.30 -0.11 0.43
C -0.145 -0.749 -3.124 0.36 0.03 -0.73
S 0.022 0.458 -1.901 -0.81 -0.27 0.38
C -2.669 -0.680 -3.944 -0.27 0.18 -0.13
C -2.828 0.057 -5.279 0.06 -0.04 0.00
C -3.116 0.238 -2.815 0.20 0.02 0.03
C -3.568 -1.922 -3.921 0.16 -0.01 -0.06
C 2.154 -3.685 -1.941 0.32 -0.05 -0.10
S 0.577 -3.398 -1.340 -0.14 -0.02 0.28
H 1.306 -7.332 -0.112 0.06 -0.01 -0.06
H 0.565 -6.272 -1.309 -0.05 0.02 0.03
H 1.127 -5.617 0.244 -0.04 0.04 0.04
H 2.736 -8.161 -1.855 0.02 0.00 0.01
H 3.952 -7.158 -2.640 -0.01 -0.02 0.01
H 2.248 -6.986 -3.080 -0.01 0.00 0.02
H 3.637 -7.281 0.434 0.00 -0.01 -0.02
H 3.634 -5.538 0.736 0.00 -0.01 0.00
H 4.785 -6.246 -0.409 0.00 -0.02 0.03
H 4.976 -5.212 -2.344 -0.05 -0.03 -0.04
H 4.843 -2.722 -3.437 -0.02 -0.01 -0.01
H 3.053 -1.216 -4.223 0.09 -0.04 -0.06
H 3.716 1.021 -3.752 0.02 -0.07 0.00
H 5.232 1.989 -1.727 0.00 -0.03 0.04
H 6.736 -0.130 -0.692 0.00 0.00 0.00
H 5.872 -1.458 0.110 0.00 0.00 0.00
H 7.002 -0.452 1.024 -0.01 0.01 0.01
H 6.360 2.210 0.004 0.00 0.03 0.02
H 6.169 2.004 1.736 0.03 -0.01 -0.02
H 4.834 2.661 0.787 -0.05 0.07 0.04
H 3.599 0.639 2.172 -0.07 0.04 0.01
H 4.242 -0.994 1.917 -0.04 -0.04 0.01
H 5.228 0.224 2.713 0.02 0.02 -0.04
H 1.235 -2.795 -5.209 0.00 0.01 0.03
H -1.432 -2.458 -5.556 0.01 0.02 0.05
H -2.072 0.837 -5.387 -0.02 0.02 0.03
H -3.812 0.522 -5.315 -0.01 -0.01 -0.03
H -2.746 -0.626 -6.124 0.01 0.05 -0.02
H -2.622 1.205 -2.856 -0.02 -0.07 -0.03
H -2.956 -0.202 -1.835 0.09 -0.05 0.15
H -4.188 0.403 -2.928 0.03 -0.05 -0.08
H -3.178 -2.732 -4.537 -0.12 0.01 0.04
H -4.548 -1.653 -4.314 -0.01 0.02 0.05
H -3.700 -2.282 -2.903 0.04 -0.10 0.10
O -1.654 1.220 0.528 0.29 -0.42 0.02
P -2.045 2.640 0.910 -0.38 0.34 -0.05
C -2.515 3.748 -0.504 0.15 -0.27 0.28
C -2.566 5.245 -0.087 0.11 0.18 -0.06
C -2.023 6.170 -1.180 -0.12 -0.08 -0.07
C -2.676 5.854 -2.525 0.07 -0.05 0.03
C -2.487 4.368 -2.914 0.08 0.05 0.07
C -1.757 3.584 -1.821 -0.08 0.01 -0.13
C -0.604 3.423 1.781 -0.40 -0.35 -0.21
C 0.415 3.762 0.670 0.15 -0.02 0.12
C 1.871 3.685 1.151 -0.02 0.08 0.11
C 1.996 4.052 2.625 -0.02 -0.13 -0.05
C 1.221 3.050 3.494 -0.05 0.08 -0.04
C 0.035 2.426 2.744 0.04 0.02 0.15
C -3.668 2.480 1.799 0.27 0.04 0.01
C -3.586 1.787 3.162 0.14 0.10 0.03
C -3.196 2.736 4.297 -0.20 0.02 0.01
C -4.141 3.937 4.354 0.21 0.00 -0.10
C -4.121 4.666 3.011 -0.19 -0.13 0.08
C -4.569 3.712 1.906 0.05 0.13 -0.02
H -3.535 3.397 -0.713 -0.03 0.05 0.02
H -2.013 5.422 0.839 -0.09 0.02 -0.04
H -3.598 5.542 0.101 0.07 0.01 0.06
H -0.938 6.080 -1.264 0.01 0.03 0.03
H -2.232 7.204 -0.900 0.05 0.01 0.01
H -2.258 6.505 -3.293 -0.06 0.01 -0.02
H -3.741 6.089 -2.460 0.00 0.03 -0.01
H -1.917 4.285 -3.842 -0.04 0.01 -0.03
H -3.460 3.904 -3.095 0.01 -0.03 -0.04
H -0.734 3.951 -1.751 0.03 -0.04 0.07
H -1.699 2.536 -2.089 0.13 -0.03 0.07
H -0.915 4.315 2.329 -0.04 0.01 -0.05
H 0.212 4.757 0.271 -0.06 -0.05 -0.06
H 0.300 3.034 -0.136 -0.01 0.11 -0.13
H 2.476 4.357 0.540 0.08 -0.08 -0.04
H 2.245 2.669 0.995 0.09 -0.03 -0.01
H 1.603 5.061 2.773 0.03 0.02 0.01
H 3.045 4.071 2.926 -0.02 0.09 0.02
H 0.856 3.553 4.392 0.03 -0.04 0.04
H 1.887 2.248 3.827 -0.02 0.03 0.02
H -0.692 2.057 3.468 0.03 -0.15 -0.05
H 0.368 1.578 2.146 0.05 -0.17 -0.01
H -4.130 1.774 1.096 0.02 0.02 -0.03
H -2.901 0.941 3.102 -0.22 0.18 -0.02
H -4.573 1.372 3.385 -0.01 -0.02 -0.02
H -2.178 3.110 4.153 -0.05 -0.02 0.06
H -3.218 2.194 5.245 0.07 0.01 0.01
H -3.849 4.608 5.163 -0.03 -0.01 0.01
H -5.158 3.592 4.561 -0.02 0.03 0.05
H -3.107 5.027 2.811 -0.06 0.07 0.01
H -4.783 5.533 3.037 0.05 0.04 -0.01
H -4.660 4.228 0.952 -0.07 -0.09 0.07
H -5.572 3.350 2.153 -0.01 0.00 -0.02
C 0.773 -3.087 4.795 -0.05 -0.05 -0.04
C 1.284 -1.887 4.021 -0.19 0.07 -0.32
S 0.136 -1.388 2.692 0.13 0.47 1.72
O -0.097 -2.617 1.856 -0.23 -0.23 -0.83
C -1.379 -1.080 3.678 0.21 -0.05 -0.15
C -2.452 -2.119 3.415 0.07 0.01 -0.01
H 1.555 -3.442 5.465 0.01 -0.01 -0.01
H 0.509 -3.898 4.116 0.03 -0.01 0.02
H -0.096 -2.841 5.402 0.01 -0.02 0.01
H 2.212 -2.110 3.491 0.03 0.09 0.01
H 1.423 -0.999 4.641 0.05 0.01 -0.04
H -1.710 -0.106 3.332 0.20 -0.05 0.12
H -1.097 -1.007 4.727 0.01 0.02 0.01
H -2.709 -2.123 2.357 -0.05 -0.06 0.02
H -3.347 -1.860 3.980 0.01 0.02 0.03
H -2.132 -3.118 3.702 -0.03 -0.01 -0.03
C -2.777 -4.987 -0.671 -0.05 0.22 0.02
C -2.514 -3.854 0.301 -0.09 -0.24 0.03
O -2.167 -2.631 -0.401 0.26 0.23 -0.08
H -3.048 -5.885 -0.117 0.02 -0.02 -0.02
H -1.883 -5.205 -1.260 0.01 -0.04 -0.01
H -3.597 -4.744 -1.347 0.00 -0.01 -0.01
H -1.708 -4.115 0.986 -0.01 0.09 0.01
H -3.415 -3.633 0.872 0.04 0.06 0.02
H -1.708 -2.923 -1.201 -0.18 0.11 -0.13
```
Positions in Å, forces in eV/Å.



A 3-piece molecular cluster, C5H14N2 overall in a non-equilibrium geometry. Source: the OMol25 dataset; level of theory: the ωB97M-V functional and the def2-TZVPD basis.

The calculation puts the highest occupied orbital energy at -6.99 eV.

Structure (XYZ):
```
21
Properties=species:S:1:pos:R:3:forces:R:3
C -1.635 -0.478 -0.011 1.44 -1.89 0.77
C 0.467 -0.699 -0.044 -5.08 -1.58 0.65
C 0.564 0.481 -0.786 5.99 2.82 -0.62
C 0.881 -0.907 1.379 -0.37 0.07 -0.07
C 2.493 1.045 -0.314 -2.90 -0.04 -1.28
N -2.390 -0.410 -1.232 0.56 0.20 0.03
N -1.955 0.533 0.943 0.42 0.07 -0.07
H -1.782 -1.466 0.427 -0.25 0.12 0.06
H 0.567 -1.601 -0.648 0.12 0.07 0.03
H -2.190 -1.180 -1.858 0.05 0.05 0.02
H -2.252 0.465 -1.727 0.04 -0.02 -0.03
H -2.914 0.461 1.278 0.21 -0.01 -0.20
H -1.811 1.463 0.568 -0.07 0.03 0.04
H 0.680 0.345 -1.856 -0.30 -0.03 -0.04
H 0.069 1.423 -0.577 -0.18 -0.12 0.50
H 0.748 -0.002 1.966 0.17 0.02 0.07
H 1.906 -1.276 1.428 0.16 0.27 0.04
H 0.270 -1.689 1.836 -0.10 0.01 -0.01
H 3.202 0.222 -0.309 -0.28 -0.17 -0.04
H 2.696 1.746 -1.120 0.27 0.12 0.22
H 2.388 1.523 0.657 0.09 0.00 -0.08
```
Positions in Å, forces in eV/Å.



C10H10N2 as an isolated structure in a non-equilibrium geometry. Source: the OMol25 dataset; level of theory: the ωB97M-V functional and the def2-TZVPD basis.

The calculation puts the highest occupied orbital energy at -8.11 eV.

Structure (XYZ):
```
22
Properties=species:S:1:pos:R:3:forces:R:3
C 3.453 -0.109 -0.055 -0.29 0.33 0.23
C 2.007 0.320 0.109 -1.26 2.28 -2.85
C 1.427 1.649 -0.224 2.57 0.47 3.02
C 0.060 2.038 0.007 2.46 1.85 -1.63
C -0.914 1.082 -0.014 0.16 -3.85 0.47
C -2.392 1.149 0.140 2.71 1.73 1.01
C -3.021 -0.013 0.307 -4.37 -3.46 -0.79
C -1.258 -1.261 -0.513 -3.31 -3.52 0.91
C -0.315 -0.272 -0.062 -1.83 0.29 -1.41
C 1.079 -0.689 0.051 -4.36 3.52 1.65
H 3.379 -0.787 -1.050 1.27 1.18 2.68
H 3.736 -0.486 0.985 -0.08 -0.82 -1.74
H 4.174 0.738 -0.106 -0.68 -0.45 -0.76
H 2.337 2.411 -0.177 -2.48 -0.98 -0.47
H -0.231 3.110 -0.060 0.49 -0.77 0.23
H -2.797 2.171 0.429 0.21 -1.63 -0.52
H -4.177 0.006 0.653 2.91 -0.14 -0.82
H -0.977 -2.214 -1.058 0.54 1.34 0.79
H 0.949 -2.580 1.454 1.06 2.87 -4.70
H 2.296 -2.107 0.181 -1.08 -0.77 0.49
N -2.615 -1.390 -0.235 3.48 5.83 0.72
N 1.265 -1.985 0.275 1.88 -5.29 3.50
```
Positions in Å, forces in eV/Å.



We obtain energy relative to the best compared isomer or geometry (same formula, charge and spin) values of 23.6; 94.6; 132.4 kcal/mol for the records listed above, in that order.